Entry 1:
{"formula": "C29H30FN2O13", "method": "ωB97M-V/def2-TZVPD", "species": ["O", "C", "F", "N", "C", "O", "C", "C", "C", "C", "C", "C", "C", "N", "C", "O", "C", "C", "C", "O", "O", "C", "C", "C", "C", "C", "C", "O", "C", "C", "O", "H", "H", "H", "H", "H", "H", "H", "H", "H", "H", "H", "H", "H", "H", "C", "C", "O", "C", "O", "O", "C", "H", "H", "H", "H", "H", "H", "H", "H", "C", "C", "O", "C", "O", "O", "C", "H", "H", "H", "H", "H", "H", "H", "H"], "positions_angstrom": [[-3.157, -1.243, 3.871], [-2.232, -0.505, 3.885], [-2.342, 0.801, 3.546], [-0.927, -0.820, 4.318], [-0.045, -1.366, 3.291], [0.536, -2.392, 3.481], [0.168, -0.516, 2.083], [1.112, 0.420, 2.057], [2.038, 0.646, 3.190], [3.378, 0.293, 3.034], [4.237, 0.471, 4.101], [3.732, 0.993, 5.283], [2.387, 1.322, 5.342], [1.542, 1.154, 4.323], [1.244, 1.283, 0.832], [1.601, 2.425, 0.971], [0.916, 0.598, -0.444], [1.614, 0.853, -1.624], [2.746, 1.869, -1.779], [3.874, 1.337, -1.793], [2.398, 3.043, -1.940], [1.304, 0.062, -2.728], [0.319, -0.908, -2.675], [-0.403, -1.158, -1.510], [-1.437, -2.259, -1.494], [-1.094, -3.464, -0.578], [0.390, -3.664, -0.284], [0.827, -2.863, 0.813], [-0.076, -0.402, -0.396], [-0.716, -0.676, 0.901], [-1.872, -1.016, 1.058], [-0.465, 0.023, 4.667], [3.719, -0.098, 2.087], [5.282, 0.213, 4.011], [4.359, 1.142, 6.149], [1.976, 1.741, 6.251], [1.867, 0.217, -3.639], [0.113, -1.496, -3.560], [-2.395, -1.851, -1.185], [-1.532, -2.618, -2.518], [-1.478, -4.382, -1.020], [-1.583, -3.307, 0.383], [0.579, -4.721, -0.078], [1.011, -3.400, -1.139], [0.756, -3.355, 1.635], [6.053, 1.324, -4.006], [6.418, 1.687, -5.425], [6.631, 0.522, -6.257], [5.539, -0.079, -6.702], [4.399, 0.271, -6.549], [5.918, -1.171, -7.389], [4.830, -1.947, -7.885], [6.806, 0.656, -3.583], [5.985, 2.214, -3.384], [5.088, 0.826, -3.946], [7.372, 2.212, -5.461], [5.663, 2.324, -5.885], [4.146, -1.333, -8.467], [4.288, -2.414, -7.064], [5.274, -2.712, -8.517], [-9.488, 3.345, 3.200], [-9.646, 2.140, 2.298], [-8.421, 1.792, 1.644], [-7.537, 1.132, 2.404], [-7.719, 0.794, 3.547], [-6.452, 0.915, 1.681], [-5.379, 0.246, 2.373], [-9.076, 4.185, 2.640], [-10.456, 3.637, 3.609], [-8.816, 3.123, 4.028], [-10.339, 2.358, 1.486], [-10.025, 1.278, 2.847], [-5.729, -0.678, 2.822], [-4.971, 0.899, 3.140], [-4.622, 0.033, 1.625]], "mulliken_charge": [-0.455, 0.669, -0.249, -0.211, -0.630, -0.541, 0.816, 1.632, -0.127, -0.651, -0.522, -0.513, -0.372, -0.540, -0.005, -0.588, 0.267, 0.577, 0.174, -0.754, -0.749, -0.826, -0.972, 0.792, -1.266, -0.342, -0.802, -0.410, 0.465, 0.291, -0.488, 0.350, 0.530, 0.418, 0.380, 0.401, 0.527, 0.331, 0.249, 0.450, 0.634, 0.075, 0.370, 0.355, 0.288, -0.853, -0.241, -0.351, 0.805, -0.543, -0.346, -0.637, 0.261, 0.368, 0.167, 0.270, 0.319, 0.291, 0.291, 0.214, -1.081, -0.192, -0.384, 0.730, -0.567, -0.330, -0.678, 0.286, 0.347, 0.313, 0.287, 0.317, 0.322, 0.260, 0.329], "charge": -1, "lumo_ev": 1.715, "multiplicity": 1, "orbital_gap_ev": 6.7}

---

Entry 2:
{"formula": "C29H30N4O7S", "method": "ωB97M-V/def2-TZVPD", "species": ["C", "H", "O", "C", "C", "C", "C", "C", "C", "H", "H", "C", "N", "C", "O", "C", "N", "C", "O", "C", "C", "C", "C", "C", "C", "H", "H", "H", "H", "S", "O", "O", "H", "H", "C", "C", "C", "C", "N", "C", "C", "H", "H", "H", "H", "C", "O", "N", "H", "C", "H", "H", "C", "H", "C", "H", "H", "C", "H", "C", "H", "O", "H", "H", "H", "H", "H", "H", "H", "H", "H"], "positions_angstrom": [[2.870, 6.810, 0.757], [3.938, 6.721, 0.532], [2.085, 6.066, -0.145], [2.185, 4.711, -0.118], [3.111, 3.996, 0.634], [3.091, 2.613, 0.616], [2.159, 1.912, -0.135], [1.260, 2.634, -0.916], [1.274, 4.011, -0.910], [0.567, 4.570, -1.502], [0.509, 2.129, -1.504], [2.118, 0.404, -0.061], [0.807, -0.116, 0.288], [-0.024, -0.775, -0.527], [-0.999, -1.394, -0.122], [0.234, -0.719, -2.039], [-1.063, -0.649, -2.660], [-1.810, -1.767, -2.905], [-1.366, -2.882, -3.041], [-3.240, -1.382, -3.033], [-3.516, -0.053, -2.753], [-4.793, 0.455, -2.808], [-5.825, -0.414, -3.146], [-5.565, -1.749, -3.422], [-4.271, -2.247, -3.369], [-4.049, -3.281, -3.580], [-6.380, -2.408, -3.682], [-6.837, -0.045, -3.192], [-4.980, 1.494, -2.591], [-1.980, 0.767, -2.387], [-1.630, 1.720, -3.391], [-1.848, 1.188, -1.028], [0.724, -1.643, -2.361], [0.805, 0.152, -2.354], [0.468, -0.106, 1.716], [0.671, 1.268, 2.304], [1.595, 1.568, 3.294], [1.686, 2.882, 3.731], [0.945, 3.868, 3.260], [0.054, 3.575, 2.326], [-0.132, 2.301, 1.821], [-0.868, 2.108, 1.054], [-0.539, 4.407, 1.968], [2.398, 3.159, 4.498], [2.237, 0.807, 3.703], [1.254, -1.280, 2.320], [2.378, -1.189, 2.776], [0.580, -2.439, 2.222], [-0.259, -2.456, 1.656], [1.224, -3.708, 2.468], [0.907, -4.116, 3.435], [2.302, -3.526, 2.503], [0.891, -4.715, 1.365], [1.509, -5.613, 1.527], [-0.606, -5.110, 1.316], [-0.715, -6.183, 1.472], [-1.180, -4.596, 2.085], [-1.044, -4.712, -0.097], [-1.491, -3.718, -0.106], [0.291, -4.666, -0.837], [0.600, -5.676, -1.146], [1.210, -4.149, 0.104], [0.274, -4.011, -1.705], [-1.739, -5.417, -0.545], [-0.605, -0.333, 1.769], [2.813, 0.069, 0.717], [2.443, -0.043, -1.004], [3.804, 2.072, 1.220], [3.838, 4.500, 1.250], [2.685, 6.501, 1.790], [2.563, 7.847, 0.627]], "mulliken_charge": [-0.866, 0.325, -0.482, 0.918, -0.624, -0.898, 0.731, 0.046, -0.860, 0.467, 0.125, -1.642, 0.721, 0.623, -0.784, -1.347, 0.013, 0.702, -0.679, 0.101, 0.439, -0.675, -0.513, -0.529, -0.680, 0.534, 0.406, 0.407, 0.500, 1.004, -0.650, -0.475, 0.360, 0.574, 0.303, -0.016, -0.297, -0.704, -0.599, -0.610, -0.330, 0.492, 0.420, 0.391, 0.531, 0.153, -0.708, 0.009, 0.242, -1.228, 0.298, 0.466, 0.237, 0.419, -1.040, 0.374, 0.339, 0.015, -0.160, -0.478, 0.383, -0.419, 0.171, 0.536, 0.847, 0.429, 0.864, 0.366, 0.414, 0.345, 0.255], "smiles": "COc1ccc(CN(C(=O)CN2C(=O)c3ccccc3S2(=O)=O)[C@@H](C(=O)NC[C@H]2CCCO2)c2ccncc2)cc1", "lumo_ev": -0.310, "multiplicity": 1, "orbital_gap_ev": 7.9}

---

HOMO (Eh)
-0.18436, -0.30138
Relative energy (zero: lowest compared OMol25 entry of this formula, charge and spin) (eV)
0.000, 0.127